Molecular formula: C5H8O2
Method: DFT, wB97M-V/def2-TZVPD

```
15
Properties=species:S:1:pos:R:3:forces:R:3:nbo_charge:R:1
O -1.938136 1.242001 0.043749 -0.384 0.280 -0.050 -0.710
C -1.465764 -0.087106 0.154264 0.077 -0.322 0.007 -0.116
C 0.016117 0.064522 0.222886 -0.126 0.353 0.220 0.129
C 0.891125 0.173012 1.236159 -0.072 -0.066 0.146 -0.325
C 1.960016 0.609500 0.299798 0.570 0.163 -0.027 0.582
O 3.087220 1.015465 0.390711 -0.454 -0.213 -0.018 -0.521
C 0.980703 0.421060 -0.889804 0.002 0.087 -0.173 -0.545
H -2.867340 1.244540 -0.213526 0.123 -0.090 0.038 0.476
H -1.856863 -0.599405 1.045143 0.070 0.158 -0.061 0.177
H -1.742011 -0.684814 -0.724951 0.041 0.092 0.092 0.177
H -0.094117 -2.224232 -0.751911 0.123 -0.303 0.108 -0.011
H 0.814788 0.041990 2.312539 0.033 0.080 -0.209 0.224
H 0.248452 -2.142569 -0.093637 -0.099 -0.322 -0.262 0.017
H 0.730498 1.322330 -1.455484 0.128 -0.043 0.065 0.227
H 1.235315 -0.396292 -1.575942 -0.032 0.146 0.125 0.219
```
Positions in Å, forces in eV/Å.

Properties
- Energy: -9406.7602 eV
- F_max: 0.0115 Eh/bohr
- Lowest unoccupied orbital energy: 0.33 eV
- Molecular weight: 100.12 u
- 2S+1: 1
- Total charge: 0
- HOMO-LUMO gap: 0.363 Eh
- Energy relative to the best compared isomer or geometry (same formula, charge and spin): 296.4 kJ/mol

Molecular formula: C5H8O2
Method: DFT, wB97M-V/def2-TZVPD

```
15
Properties=species:S:1:pos:R:3:forces:R:3:nbo_charge:R:1
O -1.355123 -2.151679 1.358612 0.200 0.492 -0.390 -0.514
C -1.007923 -1.305365 0.579923 -0.152 -0.354 0.229 0.619
C -1.269405 0.195089 0.441421 -0.125 0.030 0.091 -0.527
C -0.148104 0.240712 -0.638608 -0.010 0.102 -0.098 -0.240
C 1.159723 0.921940 -0.195007 0.099 -0.118 -0.416 -0.057
O 1.044465 1.396843 1.133216 0.205 0.085 0.200 -0.726
C -0.100369 -1.313796 -0.654402 0.044 -0.151 -0.041 -0.524
H -1.112807 0.801271 1.335652 -0.076 -0.146 -0.111 0.261
H -2.273950 0.378398 0.039737 0.199 -0.012 0.055 0.236
H -0.477398 0.673971 -1.586507 0.064 -0.083 0.143 0.211
H 1.395498 1.752488 -0.875027 -0.092 -0.075 0.094 0.164
H 1.989869 0.202505 -0.270696 -0.137 0.087 0.017 0.158
H 1.897938 1.761773 1.392079 -0.130 -0.027 0.031 0.475
H 0.880732 -1.793009 -0.549921 -0.200 0.078 0.030 0.228
H -0.623146 -1.761141 -1.510473 0.111 0.092 0.166 0.237
```
Positions in Å, forces in eV/Å.

Properties
- Energy: -9408.4706 eV
- F_max: 0.0128 Eh/bohr
- Structure (SMILES): O=C1CC(CO)C1
- Lowest unoccupied orbital energy: 0.71 eV
- Molecular weight: 100.12 u
- 2S+1: 1
- Total charge: 0
- HOMO-LUMO gap: 0.372 Eh
- Energy relative to the best compared isomer or geometry (same formula, charge and spin): 131.4 kJ/mol

Molecular formula: C5H8O2
Method: DFT, wB97M-V/def2-TZVPD

```
15
Properties=species:S:1:pos:R:3:forces:R:3:nbo_charge:R:1
O 0.054472 -0.911511 -1.584825 0.402 -0.799 -0.859 -0.730
C -0.208016 -0.185492 -0.419160 0.264 0.187 0.229 0.053
C 0.807463 -0.523919 0.617764 -0.114 -1.034 0.964 -0.525
C 1.898974 0.442297 0.703572 0.272 1.260 -1.159 0.449
O 1.866758 1.443174 0.015850 0.543 -0.126 0.595 -0.504
C -1.673597 -0.300552 0.013831 -0.948 0.312 -0.315 -0.592
C -0.474816 1.173350 -0.701832 -0.345 1.478 -1.140 -0.150
H 0.167711 -0.283311 -2.318290 -0.230 -0.055 0.443 0.494
H 0.370768 -0.590637 1.603227 -0.235 -0.049 0.544 0.236
H 1.259848 -1.492096 0.450577 0.010 -0.502 -0.152 0.254
H 2.748874 0.210033 1.368971 -0.030 0.151 0.001 0.132
H -1.843248 -0.295153 1.085707 0.159 0.010 -0.006 0.220
H -2.125942 -1.150806 -0.476020 -0.034 -0.229 -0.091 0.253
H -2.215576 0.574226 -0.453174 0.027 -0.308 0.268 0.262
H -0.633669 1.890401 0.093806 0.259 -0.297 0.678 0.150
```
Positions in Å, forces in eV/Å.

Properties
- Energy: -9405.2613 eV
- F_max: 0.0369 Eh/bohr
- Lowest unoccupied orbital energy: 0.77 eV
- Molecular weight: 100.12 u
- 2S+1: 1
- Total charge: 0
- HOMO-LUMO gap: 0.338 Eh
- Energy relative to the best compared isomer or geometry (same formula, charge and spin): 441.0 kJ/mol

Molecular formula: C5H8O2
Method: DFT, wB97M-V/def2-TZVPD

```
15
Properties=species:S:1:pos:R:3:forces:R:3:nbo_charge:R:1
C 0.045188 1.145743 -0.091195 -0.059 0.056 -0.031 -0.468
C -0.264263 -0.303860 0.228241 -0.353 -0.087 -0.016 0.241
C -1.100738 -1.293004 -0.498232 0.008 -0.086 -0.184 -0.439
C -1.391656 -0.941477 0.950783 -0.046 0.029 0.191 -0.442
O 1.091363 -0.593826 0.558768 0.090 -0.119 0.026 -0.495
C 1.503383 0.673204 0.086020 -0.002 0.273 0.255 0.381
O 2.207968 0.508954 -1.111369 0.082 0.108 -0.167 -0.710
H -0.215033 1.484898 -1.098007 0.076 -0.054 0.157 0.213
H 2.237433 1.366308 -1.552853 0.088 -0.091 -0.013 0.468
H -0.305130 1.861255 0.657755 0.096 -0.130 -0.088 0.217
H -1.781418 -0.941075 -1.269103 0.110 -0.028 0.134 0.215
H -0.636932 -2.255334 -0.694755 -0.088 0.138 0.042 0.231
H -2.270387 -0.341705 1.174358 0.151 -0.084 -0.043 0.216
H -1.131148 -1.676816 1.706678 -0.039 0.095 -0.123 0.229
H 2.124675 1.181542 0.837101 -0.115 -0.022 -0.142 0.142
```
Positions in Å, forces in eV/Å.

Properties
- Energy: -9407.6878 eV
- F_max: 0.0073 Eh/bohr
- Lowest unoccupied orbital energy: 0.91 eV
- Molecular weight: 100.12 u
- 2S+1: 1
- Total charge: 0
- HOMO-LUMO gap: 0.379 Eh
- Energy relative to the best compared isomer or geometry (same formula, charge and spin): 206.9 kJ/mol

Molecular formula: C5H8O2
Method: DFT, wB97M-V/def2-TZVPD

```
15
Properties=species:S:1:pos:R:3:forces:R:3:nbo_charge:R:1
O -0.317265 2.191378 1.482244 0.787 -1.793 -1.093 -0.525
C -0.159152 0.990993 1.685358 -1.804 2.003 3.326 0.426
C 0.746910 0.016543 1.020013 0.177 0.360 -1.477 -0.533
C -0.059887 -1.005225 0.070827 0.010 -1.002 0.926 -0.380
C -0.805957 -0.527908 -1.233331 1.906 1.862 0.990 -0.522
C 0.204168 0.551368 -1.752124 2.347 -1.249 -1.503 0.428
O 1.380851 0.155123 -2.058729 -4.863 2.235 1.155 -0.547
H -0.712443 0.712065 2.685119 0.694 -0.673 -1.595 0.104
H 1.556597 0.690860 0.672238 -0.369 -0.790 -0.865 0.246
H 1.231171 -0.609819 1.755425 -0.186 -0.192 0.470 0.239
H 0.586289 -1.936882 -0.222448 -1.075 1.975 0.875 0.243
H -0.839010 -1.293129 0.817881 0.444 -0.549 -0.757 0.211
H -0.748380 -1.300236 -1.943188 0.125 -1.196 -0.876 0.237
H -1.878324 -0.281722 -1.146195 0.720 0.513 0.330 0.224
H -0.185568 1.646592 -1.833091 1.088 -1.507 0.094 0.152
```
Positions in Å, forces in eV/Å.

Properties
- Energy: -9407.4030 eV
- F_max: 0.1065 Eh/bohr
- Structure (SMILES): O=CCCCC=O
- Lowest unoccupied orbital energy: 0.53 eV
- Molecular weight: 100.12 u
- 2S+1: 1
- Total charge: 0
- HOMO-LUMO gap: 0.384 Eh
- Energy relative to the best compared isomer or geometry (same formula, charge and spin): 234.4 kJ/mol

Molecular formula: C5H8O2
Method: DFT, wB97M-V/def2-TZVPD

```
15
Properties=species:S:1:pos:R:3:forces:R:3:nbo_charge:R:1
C -0.494001 -1.682437 0.715382 -0.042 -0.238 -0.024 -0.611
C -0.601419 -0.604014 -0.325123 -0.039 -0.287 0.150 0.244
O -1.350952 -0.909422 -1.458550 0.049 -0.376 -0.323 -0.690
C -0.745577 0.770065 0.176310 0.071 0.082 0.006 -0.431
C 0.560502 0.271870 -0.485480 -0.664 1.378 0.901 -0.146
C 1.574374 1.106359 -0.486459 -0.012 -0.070 -0.197 0.127
O 1.337278 2.328127 0.125773 1.016 0.653 0.031 -0.716
H -1.504938 -1.914272 1.059264 0.116 -0.164 -0.004 0.221
H 0.106883 -1.344439 1.567922 -0.141 -0.066 -0.228 0.216
H -0.026255 -2.564397 0.278289 -0.065 -0.123 0.129 0.214
H -0.717657 -1.140925 -2.144502 -0.171 -0.127 -0.144 0.477
H -0.769022 0.960323 1.252344 0.075 -0.218 -0.269 0.201
H -1.290878 1.497816 -0.421067 0.090 -0.245 0.015 0.236
H 2.564138 1.056321 -0.928996 -0.150 -0.379 -0.096 0.185
H 1.357526 2.169024 1.074900 -0.133 0.180 0.052 0.474
```
Positions in Å, forces in eV/Å.

Properties
- Energy: -9406.5985 eV
- F_max: 0.0345 Eh/bohr
- Structure (SMILES): C[C@@]1(O)C/C1=C/O
- Lowest unoccupied orbital energy: 0.78 eV
- Molecular weight: 100.12 u
- 2S+1: 1
- Total charge: 0
- HOMO-LUMO gap: 0.377 Eh
- Energy relative to the best compared isomer or geometry (same formula, charge and spin): 312.0 kJ/mol

Molecular formula: C5H8O2
Method: DFT, wB97M-V/def2-TZVPD

```
15
Properties=species:S:1:pos:R:3:forces:R:3:nbo_charge:R:1
O -0.999943 -2.122509 0.363607 -0.078 0.471 -0.259 -0.558
C -0.773425 -0.954786 0.174519 -1.536 0.186 1.518 0.592
C -1.394951 0.171615 -0.655674 -0.383 -0.046 -0.268 -0.520
C -0.600975 1.223677 0.155892 -0.071 0.023 -0.032 -0.405
C 0.101489 0.087992 0.924166 -0.417 -0.680 -0.026 -0.352
C 1.262848 -0.479156 0.150106 -0.463 -1.064 -1.160 -0.035
O 2.144086 0.417288 -0.441216 0.661 0.206 0.125 -0.700
H -1.338196 0.203736 -1.743036 -0.003 -0.222 0.063 0.232
H -2.435488 0.112063 -0.339146 -0.254 0.281 -0.255 0.241
H -1.235657 1.851999 0.786600 0.105 -0.179 -0.066 0.216
H 0.057000 1.878445 -0.424451 -0.070 -0.278 0.130 0.227
H 0.082153 0.053210 2.013938 0.497 0.187 -0.165 0.229
H 1.735194 -1.280842 0.733333 -0.002 0.150 -0.128 0.194
H 0.681714 -1.021065 -0.715179 1.866 0.541 0.571 0.166
H 2.714152 -0.141668 -0.983465 0.146 0.424 -0.048 0.473
```
Positions in Å, forces in eV/Å.

Properties
- Energy: -9407.4349 eV
- F_max: 0.0422 Eh/bohr
- Structure (SMILES): O=C1CC[C@@H]1CO
- Lowest unoccupied orbital energy: 0.66 eV
- Molecular weight: 100.12 u
- 2S+1: 1
- Total charge: 0
- HOMO-LUMO gap: 0.361 Eh
- Energy relative to the best compared isomer or geometry (same formula, charge and spin): 231.3 kJ/mol

Molecular formula: C5H8O2
Method: DFT, wB97M-V/def2-TZVPD

```
15
Properties=species:S:1:pos:R:3:forces:R:3:nbo_charge:R:1
O -1.527219 1.038283 1.247236 -0.043 0.368 -0.171 -0.715
C -0.213432 0.594457 0.976161 0.230 0.060 0.000 0.068
C -0.233054 -0.940983 0.788335 -0.052 0.022 0.000 -0.467
C 0.039609 -0.951153 -0.727373 -0.028 -0.300 -0.039 0.085
C 1.251659 -0.015210 -0.916731 0.116 -0.025 0.114 -0.435
C 0.172681 0.972906 -0.467199 -0.007 0.362 0.056 0.055
O -0.803833 0.153996 -1.186008 -0.134 0.013 -0.081 -0.541
H -2.014697 0.826891 0.431374 -0.025 0.097 0.284 0.475
H 0.432655 0.978770 1.768410 0.007 -0.037 -0.203 0.191
H 0.457075 -1.551037 1.383002 -0.073 0.286 -0.138 0.217
H -1.270994 -1.157061 1.055648 0.244 -0.761 -0.252 0.232
H -0.084177 -1.872740 -1.299703 -0.037 0.159 0.129 0.201
H 2.161646 -0.154381 -0.326188 -0.195 -0.005 0.057 0.204
H 1.485206 0.129445 -1.976065 -0.047 -0.088 0.234 0.224
H 0.147262 2.030897 -0.732718 0.044 -0.151 0.009 0.205
```
Positions in Å, forces in eV/Å.

Properties
- Energy: -9408.0516 eV
- F_max: 0.0163 Eh/bohr
- Lowest unoccupied orbital energy: 1.03 eV
- Molecular weight: 100.12 u
- 2S+1: 1
- Total charge: 0
- HOMO-LUMO gap: 0.396 Eh
- Energy relative to the best compared isomer or geometry (same formula, charge and spin): 171.8 kJ/mol

Molecular formula: C5H8O2
Method: DFT, wB97M-V/def2-TZVPD

```
15
Properties=species:S:1:pos:R:3:forces:R:3:nbo_charge:R:1
C -1.606180 0.155708 0.639871 -0.234 0.192 0.020 -0.625
C 0.605039 1.267270 -0.893099 0.569 -0.018 -0.385 0.241
O 1.724192 1.941414 -0.687729 -0.313 0.071 0.008 -0.652
C -0.403764 -0.732808 0.982089 0.038 -0.332 0.202 -0.439
C 0.493286 -1.146668 -0.168739 -0.128 0.073 0.265 0.107
O -0.026637 -1.048177 -1.468802 -0.061 -0.029 -0.215 -0.469
C 1.013415 -0.137415 -1.117728 0.123 0.284 -0.198 -0.136
H -2.190214 -0.267823 -0.185146 0.118 -0.069 0.235 0.221
H -2.232972 0.206598 1.530725 -0.154 -0.048 -0.034 0.204
H -1.385030 1.188426 0.331722 0.243 -0.553 0.227 0.238
H 1.458441 2.858527 -0.531445 0.207 -0.063 -0.010 0.501
H 0.242882 -0.282248 1.752318 -0.228 -0.004 -0.165 0.210
H -0.791482 -1.656977 1.436438 0.068 0.168 -0.090 0.211
H 1.125931 -2.030894 -0.013439 -0.185 0.351 0.069 0.193
H 1.973093 -0.314934 -1.607036 -0.062 -0.024 0.069 0.196
```
Positions in Å, forces in eV/Å.

Properties
- Energy: -9405.8623 eV
- F_max: 0.0134 Eh/bohr
- Lowest unoccupied orbital energy: 0.71 eV
- Molecular weight: 100.12 u
- 2S+1: 1
- Total charge: 0
- HOMO-LUMO gap: 0.346 Eh
- Energy relative to the best compared isomer or geometry (same formula, charge and spin): 383.0 kJ/mol

Molecular formula: C5H8O2S
Method: DFT, wB97M-V/def2-TZVPD

```
16
Properties=species:S:1:pos:R:3:forces:R:3:nbo_charge:R:1
C 0.465331 1.833137 1.417437 1.950 2.730 2.248 -0.360
C 0.629576 1.482733 0.198889 0.708 -0.518 -3.980 -0.222
C -0.330745 0.654811 -0.612113 -0.338 -0.294 -0.111 0.037
O -1.241685 0.217459 0.410578 1.100 0.952 -0.758 -0.719
C 0.430978 -0.619900 -1.301736 -3.091 1.704 -2.353 -0.098
O 0.753144 -1.344692 -0.229185 0.178 -4.694 3.555 -0.474
C -0.073265 -2.242356 0.356108 -1.726 0.211 2.772 0.087
S -1.701812 -2.689119 0.196549 2.101 0.331 -1.192 -0.151
H 1.348447 2.454287 1.776422 -1.546 -0.797 0.219 0.198
H -0.451700 1.815639 1.935459 -0.619 -0.570 0.849 0.219
H 1.528670 1.858229 -0.286199 0.045 -0.491 -0.228 0.195
H -0.950767 1.160147 -1.390007 0.885 0.146 0.341 0.188
H -1.753958 -0.405763 -0.059160 -1.617 -1.311 -0.309 0.476
H -0.228112 -1.216172 -2.099274 1.129 1.334 1.786 0.196
H 1.381971 -0.364342 -1.759444 -0.134 0.441 -0.253 0.206
H 0.193928 -2.594099 1.445677 0.975 0.825 -2.584 0.224
```
Positions in Å, forces in eV/Å.

Properties
- Energy: -20241.4545 eV
- F_max: 0.1146 Eh/bohr
- Structure (SMILES): C=C[C@H](O)COC=S
- Lowest unoccupied orbital energy: -0.10 eV
- Molecular weight: 132.18 u
- 2S+1: 1
- Total charge: 0
- HOMO-LUMO gap: 0.328 Eh
- Energy relative to the best compared isomer or geometry (same formula, charge and spin): 335.2 kJ/mol

Which formula does entry 7 have?
C5H8O2